Model P:
Below is the ion C3H5N2O with charge +1, with properties calculated with ωB97M-V/def2-TZVPD.

```
11
Properties=species:S:1:pos:R:3:mulliken_charge:R:1
C 1.561 0.791 0.716 -0.270
C 1.767 -0.182 -0.255 -0.017
C -1.970 -0.320 -0.355 -0.444
N 0.216 0.847 0.925 -0.459
N -0.325 0.027 0.143 0.602
O 0.621 -0.627 -0.669 -0.176
H 2.221 1.241 1.285 0.509
H 2.685 -0.724 -0.453 0.372
H -2.625 -0.701 0.466 0.293
H -2.434 0.683 -0.625 0.292
H -1.717 -1.034 -1.177 0.298
```

## Properties
charge = +1
SMILES string = C[n+]1ncco1
E_HOMO = -16.1 eV
molecular weight = 85.09 g mol⁻¹



Model Q:
Below is the ion C3H5N2O with charge +1, with properties calculated with ωB97M-V/def2-TZVPD.

```
11
Properties=species:S:1:pos:R:3:mulliken_charge:R:1
C 1.705 -0.904 -0.024 -0.281
C 0.276 -1.069 -0.262 0.046
C -1.504 0.773 0.006 -0.715
N 2.038 0.342 0.121 -0.113
N -0.158 0.173 -0.135 0.275
O 0.940 1.042 0.086 -0.023
H 2.560 -1.509 0.036 0.419
H -0.385 -1.937 -0.257 0.412
H -1.368 1.890 -0.293 0.308
H -2.258 0.264 -0.434 0.359
H -1.847 0.937 1.156 0.312
```

## Properties
charge = +1
SMILES string = C[n+]1ccno1
E_HOMO = -16.8 eV
molecular weight = 85.09 g mol⁻¹



model P wins, 3.8 kcal/mol ahead of the next structure.



Model P:
Below is an isolated molecule of C2H4O4S, with properties calculated with ωB97M-V/def2-TZVPD.

```
11
Properties=species:S:1:pos:R:3:mulliken_charge:R:1
C -0.050 -0.259 0.613 -0.117
C 0.413 -0.432 -0.847 -0.259
O 0.699 2.282 -0.141 -0.563
O -1.639 1.605 -0.484 -0.590
O 1.013 -0.562 1.802 -0.522
O -0.317 -1.214 -1.696 -0.488
S -0.231 1.231 -0.303 1.005
H -0.981 -0.795 0.786 0.335
H 1.371 -0.320 -1.090 0.554
H 0.818 -0.021 2.537 0.306
H -1.098 -1.514 -1.176 0.339
```

## Properties
SMILES string = O=S1(=O)[C@H](O)[C@H]1O
E_HOMO = -9.9 eV
molecular weight = 124.12 g mol⁻¹



Model Q:
Below is an isolated molecule of C2H4O4S, with properties calculated with ωB97M-V/def2-TZVPD.

```
11
Properties=species:S:1:pos:R:3:mulliken_charge:R:1
C 0.357 -0.046 1.083 -0.652
C 0.512 -0.087 -0.509 0.496
O -1.912 -1.329 0.507 -0.571
O -1.802 1.148 0.496 -0.594
O 0.924 -1.252 -1.090 -0.479
O 0.940 1.035 -1.134 -0.502
S -1.191 -0.114 0.191 0.927
H 0.779 -0.803 1.739 0.340
H 0.575 0.960 1.477 0.263
H 0.492 -1.299 -1.927 0.375
H 0.325 1.788 -0.831 0.396
```

## Properties
SMILES string = O=S1(=O)CC1(O)O
E_HOMO = -10.0 eV
molecular weight = 124.12 g mol⁻¹



model Q wins, 21.7 kcal/mol ahead of the next structure.



Model P:
Below is a cluster of 2 separate species, C6H13N2O in total, with properties calculated with ωB97M-V/def2-TZVPD.

```
22
Properties=species:S:1:pos:R:3:mulliken_charge:R:1
C 0.511 0.397 -0.423 0.289
C 2.621 -1.652 0.696 -0.179
C 2.054 -1.135 -0.527 -0.126
C -2.148 -1.123 0.540 -1.177
C 0.657 2.795 0.181 -1.145
C -1.343 -1.079 -0.745 -0.479
N -0.687 0.184 -0.737 -0.070
N 1.234 1.530 -0.278 -0.166
O 3.204 -0.582 -0.113 -0.413
H 2.139 -1.334 1.597 0.216
H 3.214 -2.551 0.800 0.299
H 1.855 -1.518 -1.489 0.476
H -2.500 -2.221 0.560 0.286
H -1.402 -1.012 1.194 0.421
H -3.000 -0.510 0.653 0.404
H 0.270 2.988 1.115 0.433
H -0.108 3.173 -0.424 0.358
H 1.375 3.625 0.159 0.383
H -0.651 -1.982 -0.791 0.289
H -1.982 -1.181 -1.595 0.372
H -1.323 0.924 -0.985 0.265
H 2.156 1.327 0.031 0.265
```

## Properties
charge = +1
E_HOMO = -14.0 eV
molecular weight = 129.18 g mol⁻¹



Model Q:
Below is the ion C6H13N2O with charge +1, with properties calculated with ωB97M-V/def2-TZVPD.

```
22
Properties=species:S:1:pos:R:3:mulliken_charge:R:1
C 1.944 -0.308 -1.490 -0.217
C -0.334 0.509 1.131 -0.945
C -1.182 0.626 -0.085 0.560
C -0.478 -0.341 -1.092 -0.183
C -2.567 0.049 0.245 -1.450
C 2.200 0.005 1.498 -0.989
N 1.049 0.463 0.723 -0.058
N 0.915 -0.225 -0.742 0.215
O -0.648 0.046 -2.439 -0.493
H 2.930 -0.170 -1.195 0.308
H 1.980 -0.799 -2.476 0.273
H -0.399 1.222 1.940 0.501
H -0.661 -0.357 1.666 0.404
H -1.178 1.658 -0.442 0.281
H -0.661 -1.440 -0.689 0.312
H -2.638 -1.065 0.610 0.324
H -3.340 0.129 -0.605 0.351
H -3.150 0.529 1.080 0.383
H 1.858 0.164 2.554 0.370
H 2.537 -0.968 1.376 0.395
H 3.152 0.603 1.347 0.318
H -1.329 -0.328 -2.912 0.339
```

## Properties
charge = +1
SMILES string = C=[N+]1[C@H](O)[C@@H](C)CN1C
E_HOMO = -13.7 eV
molecular weight = 129.18 g mol⁻¹



model Q wins, 16.4 kcal/mol ahead of the next structure.